[1]
11
Properties=species:S:1:pos:R:3:mulliken_charge:R:1 method="wB97M-V/def2-TZVPD" de_lowest_kcal_mol=42.24 smiles=N#CC[C@H]1CO1 e_tot_ev=-7764.6946
N -1.80 1.68 0.25 -0.423
C -0.66 1.51 0.13 0.281
C 0.70 0.98 0.03 -0.513
C 0.49 -0.50 0.40 0.112
C -0.52 -1.22 -0.36 -0.406
O 0.87 -1.54 -0.47 -0.435
H 1.36 1.49 0.73 0.279
H 1.10 1.11 -0.99 0.246
H 0.61 -0.71 1.46 0.339
H -1.19 -1.91 0.14 0.265
H -0.93 -0.72 -1.24 0.255

***

[2]
7
Properties=species:S:1:pos:R:3:mulliken_charge:R:1 method="wB97M-V/def2-TZVPD" de_lowest_kcal_mol=0.00 charge=+2 e_tot_ev=-11881.1851 spin_multiplicity=6
H -0.35 0.33 -3.41 0.497
C 0.93 0.46 1.08 0.343
C -0.21 -0.35 1.00 0.698
O -0.81 -0.58 -0.05 -0.497
O 1.84 1.14 1.13 0.022
F -0.61 -0.81 2.16 -0.059
Rh -0.79 -0.19 -1.91 0.996

***

[3]
135
Properties=species:S:1:pos:R:3:mulliken_charge:R:1 method="wB97M-V/def2-TZVPD" de_lowest_kcal_mol=0.00 smiles="C[C@H](I)[C@H](I)C1=CC(=O)c2cc(CCCCOC=O)c(CCCF)c(F)c2C1=O.CCOC(=O)C(F)(F)F.CCOC(=O)C(F)(F)F.CCOC(=O)C(F)(F)F.CCOC(=O)C(F)(F)F.CCOC(=O)C(F)(F)F.CCOC(=O)C(F)(F)F" e_tot_ev=-150820.8548
C 4.58 5.17 -1.24 -1.210
C 5.64 5.40 -0.17 -0.195
I 5.12 6.91 1.26 0.066
C 7.06 5.65 -0.74 -1.124
I 7.08 6.97 -2.42 0.134
C 7.67 4.30 -1.01 0.749
C 7.75 3.67 -2.18 -0.481
C 8.35 2.32 -2.23 -0.416
O 8.97 1.91 -3.17 -0.561
C 8.11 1.50 -1.01 0.284
C 7.93 0.12 -1.07 -1.110
C 7.65 -0.60 0.10 0.157
C 7.42 -2.09 -0.04 -1.659
C 5.99 -2.58 0.29 -0.166
C 5.05 -2.63 -0.92 -1.027
C 4.91 -1.27 -1.58 -0.257
O 3.75 -1.26 -2.44 -0.365
C 3.95 -0.49 -3.53 0.192
O 3.80 -0.88 -4.64 -0.465
C 7.60 0.04 1.35 0.953
C 7.32 -0.71 2.64 -1.198
C 6.29 -0.01 3.58 -0.615
C 5.41 -0.97 4.36 -0.186
F 5.82 -1.04 5.68 -0.380
C 7.80 1.42 1.39 0.518
F 7.78 2.09 2.54 -0.402
C 8.04 2.14 0.22 0.556
C 8.22 3.62 0.22 -0.145
O 8.74 4.24 1.11 -0.544
H 5.04 4.77 -2.14 0.395
H 4.08 6.09 -1.49 0.290
H 3.87 4.42 -0.91 0.377
H 5.73 4.47 0.39 0.441
H 7.67 6.12 0.02 0.732
H 7.37 4.11 -3.09 0.421
H 7.99 -0.39 -2.01 0.684
H 8.12 -2.63 0.59 0.503
H 7.62 -2.41 -1.06 0.545
H 5.51 -1.98 1.07 0.362
H 6.04 -3.60 0.66 0.260
H 4.06 -2.94 -0.61 0.352
H 5.43 -3.37 -1.63 0.279
H 5.79 -1.09 -2.20 0.371
H 4.86 -0.48 -0.83 0.302
H 4.22 0.56 -3.35 0.355
H 8.26 -0.77 3.20 0.409
H 7.00 -1.72 2.46 0.602
H 5.70 0.69 2.98 0.455
H 6.87 0.61 4.25 0.383
H 4.38 -0.62 4.31 0.238
H 5.48 -1.97 3.93 0.096
C -0.70 -5.95 1.71 -0.750
C 0.72 -6.37 2.05 -0.393
O 1.63 -5.25 1.92 -0.278
C 1.70 -4.43 2.96 0.076
O 1.09 -4.51 3.98 -0.524
C 2.74 -3.34 2.67 1.195
F 2.62 -2.85 1.43 -0.254
F 3.98 -3.83 2.80 -0.287
F 2.61 -2.32 3.52 -0.264
H -0.73 -5.51 0.72 0.332
H -1.36 -6.82 1.73 0.154
H -1.07 -5.21 2.42 0.336
H 1.08 -7.12 1.35 0.345
H 0.79 -6.79 3.05 0.333
C -5.95 -11.29 1.31 -1.109
C -6.28 -9.84 1.58 -0.230
O -5.11 -9.01 1.43 -0.314
C -4.80 -8.64 0.20 0.205
O -5.39 -8.92 -0.80 -0.528
C -3.57 -7.72 0.22 1.168
F -2.61 -8.19 1.04 -0.342
F -3.90 -6.50 0.65 -0.268
F -3.04 -7.60 -0.99 -0.257
H -5.13 -11.62 1.94 0.308
H -6.82 -11.91 1.50 0.380
H -5.64 -11.44 0.27 0.315
H -6.60 -9.71 2.61 0.326
H -7.07 -9.48 0.93 0.331
C -3.76 -6.56 -4.60 -1.256
C -4.53 -6.15 -3.37 0.056
O -5.15 -4.86 -3.55 -0.352
C -6.31 -4.85 -4.19 0.342
O -6.89 -5.80 -4.62 -0.514
C -6.85 -3.41 -4.25 0.880
F -5.89 -2.54 -4.58 -0.254
F -7.34 -3.05 -3.06 -0.239
F -7.82 -3.31 -5.15 -0.250
H -3.04 -5.79 -4.88 0.345
H -3.24 -7.50 -4.42 0.377
H -4.43 -6.70 -5.45 0.335
H -3.85 -6.03 -2.53 0.195
H -5.28 -6.89 -3.09 0.316
C -1.39 4.91 -0.44 -1.278
C -1.51 6.39 -0.14 0.082
O -0.23 7.05 -0.28 -0.333
C 0.11 7.39 -1.51 0.240
O -0.52 7.21 -2.51 -0.510
C 1.46 8.12 -1.48 0.985
F 2.34 7.50 -0.68 -0.177
F 1.31 9.37 -1.03 -0.258
F 2.00 8.20 -2.70 -0.264
H -0.62 4.45 0.18 0.323
H -2.34 4.41 -0.26 0.388
H -1.11 4.74 -1.48 0.331
H -1.81 6.54 0.89 0.212
H -2.25 6.87 -0.78 0.315
C -9.09 -1.36 -1.06 -1.014
C -9.98 -1.86 0.05 -0.302
O -9.45 -1.51 1.35 -0.313
C -9.73 -0.28 1.77 0.350
O -10.36 0.55 1.20 -0.506
C -9.14 -0.08 3.18 0.897
F -7.89 -0.56 3.26 -0.247
F -9.88 -0.72 4.09 -0.254
F -9.10 1.21 3.50 -0.238
H -8.07 -1.72 -0.92 0.301
H -9.46 -1.70 -2.03 0.327
H -9.05 -0.27 -1.07 0.359
H -10.03 -2.94 0.04 0.324
H -11.00 -1.48 -0.05 0.326
C -4.22 12.27 0.10 -1.154
C -3.14 11.22 0.25 -0.173
O -3.50 10.25 1.26 -0.307
C -4.30 9.27 0.88 0.389
O -4.76 9.11 -0.21 -0.514
C -4.53 8.31 2.05 0.851
F -4.77 8.96 3.19 -0.247
F -3.44 7.54 2.23 -0.249
F -5.57 7.51 1.82 -0.247
H -4.43 12.74 1.06 0.304
H -3.91 13.03 -0.61 0.380
H -5.15 11.82 -0.26 0.323
H -2.22 11.67 0.59 0.344
H -2.94 10.71 -0.70 0.290

***

[4]
10
Properties=species:S:1:pos:R:3:mulliken_charge:R:1 method="wB97M-V/def2-TZVPD" de_lowest_kcal_mol=49.91 smiles="C1=NNC=NN1" e_tot_ev=-8097.1499
C -0.99 -0.84 -0.06 0.072
N 0.17 -1.34 -0.12 -0.508
N 1.18 -0.51 0.38 -0.152
C 1.00 0.82 -0.05 0.028
N -0.17 1.36 -0.13 -0.495
N -1.17 0.48 0.39 -0.175
H -1.88 -1.35 -0.46 0.308
H 2.13 -0.89 0.19 0.299
H 1.84 1.40 -0.39 0.333
H -2.11 0.86 0.26 0.291

***

[5]
23
Properties=species:S:1:pos:R:3:mulliken_charge:R:1 method="wB97M-V/def2-TZVPD" de_lowest_kcal_mol=0.00 smiles="C[C@@H]1C=C([O-])O[P@@](C)(=O)CC1" charge=-1 e_tot_ev=-22887.7251
C -2.38 0.70 1.03 -2.056
C -0.86 0.70 0.84 1.194
C -0.43 2.05 0.30 -0.908
C 0.87 2.32 0.07 0.257
O 1.52 3.22 -0.41 -0.708
O 1.91 1.16 0.69 -0.464
P 2.39 -0.29 0.37 0.972
C 2.94 -0.30 -1.40 -1.090
O 3.43 -0.82 1.27 -0.804
C 0.80 -1.27 0.39 -0.926
C -0.43 -0.49 -0.07 -0.737
H -2.72 -0.22 1.50 0.468
H -2.88 0.82 0.08 0.379
H -2.67 1.53 1.67 0.461
H -0.39 0.54 1.82 0.253
H -1.16 2.74 -0.07 0.306
H 3.62 -1.13 -1.56 0.345
H 2.10 -0.37 -2.09 0.318
H 3.45 0.64 -1.56 0.294
H 0.68 -1.59 1.43 0.405
H 0.93 -2.17 -0.22 0.410
H -0.26 -0.11 -1.08 0.230
H -1.26 -1.20 -0.12 0.401

***

[6]
15
Properties=species:S:1:pos:R:3:mulliken_charge:R:1 method="wB97M-V/def2-TZVPD" de_lowest_kcal_mol=69.61 e_tot_ev=-10417.9850
C 1.91 0.94 0.62 -0.731
C 0.83 1.16 1.47 -0.112
O -0.87 0.41 0.71 -0.603
C -0.72 -0.22 -0.35 0.722
O 0.30 -0.11 -1.12 -0.657
C -1.79 -1.22 -0.77 -0.258
O -1.50 -1.82 -2.00 -0.552
H 2.60 0.15 0.89 0.314
H 1.19 0.39 -0.39 0.264
H 2.32 1.82 0.13 0.329
H 0.32 2.12 1.49 0.221
H 0.65 0.52 2.33 0.237
H -1.86 -1.97 0.04 0.224
H -2.75 -0.69 -0.79 0.244
H -0.63 -1.47 -2.25 0.359

***

[7]
239
Properties=species:S:1:pos:R:3:mulliken_charge:R:1 method="wB97M-V/def2-TZVPD" de_lowest_kcal_mol=226.37 smiles=COC[C@H](C)N.COC[C@H](C)N.COC[C@H](C)N.COC[C@H](C)N.COC[C@H](C)N.COC[C@H](C)N.COC[C@H](C)N.COCCNCCOC.COCCNCCOC.COCCNCCOC.COCCNCCOC.COCCNCCOC e_tot_ev=-115279.1093
C 6.67 2.25 -4.30 -0.724
O 6.29 1.25 -5.26 -0.337
C 5.01 0.66 -4.81 -0.613
C 4.74 -0.59 -5.73 0.237
C 3.42 -1.34 -5.32 -1.294
N 5.83 -1.56 -5.78 -0.643
H 6.07 3.15 -4.40 0.239
H 7.72 2.51 -4.43 0.281
H 6.69 1.73 -3.34 0.329
H 4.97 0.34 -3.77 0.391
H 4.24 1.42 -4.97 0.328
H 4.63 -0.21 -6.75 0.325
H 3.59 -1.89 -4.39 0.294
H 3.03 -2.00 -6.10 0.341
H 2.58 -0.66 -5.19 0.320
H 6.60 -1.15 -6.30 0.310
H 6.14 -1.85 -4.86 0.209
C 6.51 -3.55 -0.41 -0.501
O 7.48 -4.47 -0.79 -0.288
C 7.73 -5.43 0.19 -0.631
C 9.09 -6.06 -0.17 0.561
C 9.21 -6.77 -1.53 -1.414
N 9.48 -6.99 0.91 -0.684
H 5.57 -3.92 -0.01 0.328
H 6.13 -2.87 -1.19 0.239
H 6.93 -2.92 0.37 0.065
H 7.75 -5.00 1.19 0.359
H 6.98 -6.22 0.07 0.269
H 9.82 -5.25 -0.24 0.202
H 8.44 -7.54 -1.61 0.302
H 10.16 -7.22 -1.79 0.377
H 9.02 -6.12 -2.39 0.320
H 9.00 -7.87 1.00 0.235
H 10.45 -7.22 0.78 0.264
C 5.75 1.16 1.81 -0.676
O 7.10 1.37 2.18 -0.305
C 7.42 0.64 3.38 -0.781
C 8.84 0.26 3.55 0.452
C 9.10 -0.97 2.57 -1.291
N 9.23 0.06 4.96 -0.652
H 5.57 1.87 1.00 0.275
H 5.08 1.49 2.60 0.318
H 5.55 0.18 1.39 0.243
H 7.20 1.27 4.24 0.322
H 6.76 -0.22 3.51 0.405
H 9.55 1.04 3.26 0.238
H 9.05 -0.58 1.55 0.320
H 8.29 -1.69 2.65 0.222
H 9.96 -1.64 2.65 0.451
H 10.21 -0.20 4.94 0.247
H 8.62 -0.55 5.48 0.202
C -0.57 -8.51 -2.88 -0.654
O 0.73 -8.75 -2.45 -0.402
C 1.41 -7.58 -1.93 -0.796
C 1.51 -6.44 -2.97 0.318
C 2.20 -6.88 -4.34 -1.373
N 2.36 -5.47 -2.41 -0.525
H -0.53 -8.04 -3.86 0.199
H -1.18 -7.89 -2.22 0.279
H -1.10 -9.43 -3.15 0.294
H 1.00 -7.19 -0.99 0.436
H 2.41 -7.94 -1.69 0.414
H 0.61 -5.89 -3.25 0.208
H 2.20 -6.07 -5.07 0.352
H 1.72 -7.75 -4.78 0.359
H 3.19 -7.21 -4.04 0.393
H 2.58 -5.83 -1.48 0.226
H 3.29 -5.58 -2.79 0.281
C -6.21 2.30 8.55 -0.714
O -4.96 2.90 8.24 -0.338
C -5.07 3.59 6.96 -0.724
C -4.49 4.98 7.05 0.507
C -5.30 5.79 8.18 -1.284
N -4.31 5.42 5.70 -0.702
H -6.22 1.27 8.19 0.319
H -7.05 2.73 8.00 0.325
H -6.36 2.26 9.63 0.249
H -4.41 2.99 6.33 0.241
H -6.09 3.54 6.60 0.390
H -3.46 4.84 7.37 0.192
H -6.29 6.17 7.91 0.370
H -4.76 6.70 8.43 0.350
H -5.59 5.20 9.04 0.322
H -3.42 5.19 5.29 0.270
H -4.28 6.43 5.68 0.229
C 0.93 2.99 -7.35 -0.524
O 1.36 3.76 -8.50 -0.343
C 2.65 4.24 -8.29 -0.416
C 3.08 4.99 -9.54 0.336
C 3.68 4.16 -10.77 -1.360
N 4.13 5.92 -9.36 -0.553
H 0.87 3.66 -6.49 0.263
H 1.71 2.30 -7.04 0.172
H -0.02 2.48 -7.55 0.267
H 2.59 4.92 -7.43 0.328
H 3.37 3.46 -8.04 0.134
H 2.18 5.39 -10.01 0.323
H 3.12 3.23 -10.90 0.340
H 4.65 3.80 -10.42 0.394
H 3.65 4.63 -11.76 0.287
H 4.05 6.91 -9.53 0.171
H 5.11 5.73 -9.50 0.185
C 0.03 0.68 2.70 -0.713
O -0.24 -0.56 2.03 -0.218
C -0.93 -0.40 0.74 -0.575
C -0.08 0.21 -0.42 0.425
C -0.75 0.59 -1.85 -1.307
N 1.09 -0.60 -0.72 -0.596
H 0.50 1.47 2.11 0.267
H 0.78 0.52 3.48 0.255
H -0.93 1.02 3.07 0.307
H -1.13 -1.43 0.43 0.236
H -1.86 0.16 0.78 0.320
H 0.27 1.17 -0.05 0.152
H -0.07 1.12 -2.52 0.342
H -1.48 1.36 -1.59 0.312
H -1.20 -0.21 -2.43 0.288
H 1.59 -0.72 0.15 0.259
H 0.77 -1.54 -0.88 0.249
C 2.52 -4.79 7.17 -0.822
O 2.09 -5.66 6.13 -0.213
C 1.94 -4.93 4.91 -0.805
C 1.79 -5.93 3.72 -0.578
N 2.82 -7.01 3.57 -0.285
C 2.24 -8.42 3.50 -0.764
C 1.96 -8.94 4.90 -0.319
O 3.29 -9.45 5.42 -0.342
C 3.22 -9.92 6.79 -0.721
H 1.78 -3.99 7.27 0.314
H 3.49 -4.35 6.92 0.328
H 2.44 -5.28 8.14 0.244
H 2.79 -4.27 4.73 0.371
H 1.15 -4.17 4.96 0.502
H 1.77 -5.19 2.92 0.293
H 0.81 -6.41 3.71 0.255
H 3.44 -6.89 4.35 0.287
H 2.97 -9.11 3.09 0.344
H 1.27 -8.39 3.00 0.371
H 1.22 -9.75 4.93 0.479
H 1.44 -8.09 5.33 0.243
H 2.57 -10.79 6.85 0.281
H 3.11 -9.13 7.54 0.257
H 4.26 -10.11 7.07 0.279
C -3.85 -4.76 0.54 -0.547
O -5.25 -4.54 0.74 -0.370
C -5.91 -5.28 -0.31 -0.632
C -6.32 -4.37 -1.59 -0.633
N -5.44 -4.77 -2.71 -0.383
C -5.72 -3.95 -3.90 -0.653
C -4.75 -4.32 -5.10 -0.667
O -3.49 -3.78 -4.66 -0.260
C -2.38 -4.07 -5.44 -0.771
H -3.65 -5.82 0.39 0.295
H -3.19 -4.37 1.32 0.290
H -3.62 -4.33 -0.43 0.121
H -6.92 -5.38 0.10 0.310
H -5.59 -6.32 -0.40 0.415
H -6.20 -3.31 -1.38 0.375
H -7.31 -4.61 -1.98 0.475
H -4.48 -4.52 -2.53 0.232
H -5.68 -2.91 -3.59 0.363
H -6.68 -4.37 -4.22 0.406
H -5.13 -3.87 -6.02 0.406
H -4.58 -5.39 -5.21 0.363
H -1.43 -3.65 -5.11 0.275
H -2.30 -3.69 -6.46 0.343
H -2.34 -5.14 -5.63 0.249
C 5.08 7.52 1.89 -0.762
O 4.30 6.54 2.62 -0.330
C 3.38 7.22 3.50 -0.408
C 2.36 6.09 4.02 -0.662
N 1.52 6.78 5.05 -0.375
C 0.78 7.92 4.59 -0.346
C -0.04 8.58 5.72 -0.692
O 0.90 9.28 6.54 -0.311
C 0.36 9.76 7.76 -0.798
H 5.99 7.03 1.54 0.265
H 5.47 8.26 2.59 0.313
H 4.56 7.92 1.02 0.291
H 2.75 7.77 2.79 0.315
H 3.89 7.87 4.20 0.361
H 3.01 5.31 4.41 0.357
H 1.74 5.68 3.22 0.269
H 2.14 7.07 5.79 0.281
H -0.01 7.73 3.86 0.328
H 1.44 8.67 4.16 0.264
H -0.61 7.81 6.23 0.346
H -0.71 9.33 5.32 0.423
H 1.02 10.52 8.17 0.266
H 0.20 8.95 8.47 0.290
H -0.50 10.41 7.59 0.313
C -11.59 2.85 -2.29 -0.744
O -12.11 1.45 -2.38 -0.414
C -13.28 1.25 -1.53 -0.602
C -12.78 0.93 -0.13 -0.415
N -11.86 -0.20 -0.21 -0.460
C -11.12 -0.40 1.04 -0.449
C -9.80 -0.99 0.61 -0.739
O -9.05 -0.16 -0.25 -0.375
C -8.20 0.77 0.41 -0.850
H -11.65 3.20 -1.26 0.294
H -12.09 3.52 -2.98 0.299
H -10.51 2.87 -2.41 0.293
H -13.99 0.53 -1.92 0.336
H -13.84 2.19 -1.58 0.391
H -13.53 0.73 0.64 0.387
H -12.19 1.79 0.20 0.212
H -11.13 -0.03 -0.88 0.397
H -11.63 -0.95 1.83 0.365
H -10.83 0.56 1.46 0.308
H -9.99 -1.89 0.02 0.280
H -9.07 -1.29 1.36 0.556
H -8.07 0.69 1.48 0.423
H -8.63 1.77 0.37 0.254
H -7.23 0.75 -0.09 0.250
C 1.23 5.40 -2.19 -0.840
O -0.14 5.17 -2.29 -0.173
C -1.01 6.14 -1.87 -0.794
C -2.42 5.58 -1.96 -0.190
N -3.22 6.60 -1.39 -0.293
C -4.48 6.04 -1.07 -0.797
C -5.32 5.80 -2.26 -0.449
O -4.86 4.55 -2.68 -0.268
C -5.17 4.21 -4.00 -0.847
H 1.59 5.08 -1.21 0.291
H 1.57 6.44 -2.21 0.374
H 1.74 4.81 -2.95 0.219
H -1.01 6.91 -2.64 0.304
H -0.73 6.66 -0.95 0.459
H -2.40 4.74 -1.27 0.268
H -2.54 5.35 -3.02 0.031
H -3.26 7.28 -2.14 0.288
H -5.08 6.81 -0.59 0.373
H -4.44 5.12 -0.49 0.365
H -5.14 6.49 -3.09 0.324
H -6.41 5.74 -2.22 0.439
H -4.89 3.18 -4.24 0.242
H -4.70 4.93 -4.67 0.354
H -6.22 4.10 -4.27 0.316

***

[8]
21
Properties=species:S:1:pos:R:3:mulliken_charge:R:1 method="wB97M-V/def2-TZVPD" de_lowest_kcal_mol=22.43 smiles=CCO.O.O.O.O e_tot_ev=-12538.1847
C 2.23 -2.65 -1.53 -1.016
C 1.34 -2.05 -0.41 -0.227
O 0.36 -1.13 -0.82 -0.513
H 3.05 -1.94 -1.71 0.264
H 1.61 -2.87 -2.40 0.334
H 2.69 -3.56 -1.18 0.330
H 0.90 -2.92 0.11 0.258
H 1.98 -1.45 0.24 0.277
H 0.16 -1.21 -1.77 0.265
O 1.06 1.73 -0.80 -0.634
H 1.85 2.05 -1.21 0.309
H 1.10 0.78 -0.99 0.361
O 0.59 2.02 2.40 -0.621
H 0.63 2.02 1.43 0.337
H 0.96 2.86 2.62 0.284
O -3.44 2.14 -0.38 -0.614
H -3.41 2.82 0.31 0.311
H -2.94 2.57 -1.06 0.305
O -1.96 -0.89 1.43 -0.656
H -1.38 -0.91 0.64 0.326
H -1.30 -0.66 2.12 0.320

***

Calculated values (eV Å⁻¹) of F_max for the records, taken in order: 1.130; 5.811; 1.141; 1.517; 1.672; 0.362; 4.205; 1.416.